Record 1
Density functional theory data (the ωB97M-V functional and the def2-TZVPD basis) for an isolated molecule of CH3NO2S2 in a non-equilibrium geometry.

```
9
Properties=species:S:1:pos:R:3:forces:R:3:lowdin_spin:R:1
C -0.06169 -0.38302 -0.02512 -2.27 0.98 0.59 0.09
N -0.64535 0.91324 0.31983 1.43 -0.24 -2.51 0.03
O -3.28454 0.33336 1.08525 -0.24 -0.33 2.39 0.25
O -1.72602 1.18087 -0.59031 1.27 0.32 0.38 0.05
S -1.43968 -1.58262 -0.36465 3.18 -2.17 0.05 1.07
S -2.98290 0.19263 -0.32035 -3.17 2.29 -2.34 0.47
H 0.58237 -0.23309 -0.85529 0.51 -0.51 -0.90 0.02
H 0.42849 -0.67554 0.87345 0.80 -0.64 0.44 0.01
H -0.97577 0.82038 1.22972 -1.51 0.31 1.89 0.00
```
Positions in Å, forces in eV/Å.

- DFT total energy (Ha) = -1041.31492
- 2S+1 = 3
- F_max (Eh/bohr) = 0.089
- expectation value of S² = 2.009
- HOMO level (spin up / spin down) (eV) = -6.475 / -9.659
- orbital gap (spin up / spin down) (eV) = 7.088 / 6.446
- energy above the lowest of the compared OMol25 structures with the same formula, charge and spin (kcal/mol) = 40.54

---

Record 2
Density functional theory data (the ωB97M-V functional and the def2-TZVPD basis) for an isolated molecule of CH3NO3 in a non-equilibrium geometry.

```
8
Properties=species:S:1:pos:R:3:forces:R:3:nbo_charge:R:1
C 0.93427 -0.36291 0.02816 -0.23 2.07 0.62 -0.28
O 0.24735 1.10446 0.08660 1.77 -3.02 -1.49 -0.32
N -1.03628 1.12134 0.07647 -2.49 -1.06 0.97 0.37
O -1.92455 0.08902 -0.80068 0.90 1.11 -2.80 -0.23
O -1.54794 -0.11236 0.49914 0.43 0.42 2.99 -0.18
H 1.96244 -0.04349 -0.08648 0.05 -0.09 -0.12 0.20
H 0.78088 -0.82650 1.00056 -0.11 0.10 -0.23 0.21
H 0.58383 -0.96954 -0.80377 -0.31 0.46 0.06 0.22
```
Positions in Å, forces in eV/Å.

- DFT total energy (Ha) = -320.07793
- 2S+1 = 1
- F_max (Eh/bohr) = 0.074
- HOMO level (eV) = -9.928
- SMILES = COn1oo1
- orbital gap (eV) = 10.516
- energy above the lowest of the compared OMol25 structures with the same formula, charge and spin (kcal/mol) = 166.09

---

Record 3
Density functional theory data (the ωB97M-V functional and the def2-TZVPD basis) for an isolated molecule of CH3NO3 in a non-equilibrium geometry.

```
8
Properties=species:S:1:pos:R:3:forces:R:3:nbo_charge:R:1
C -0.43895 -0.32594 0.25204 1.15 1.80 -2.32 0.02
N 0.10159 0.38249 -1.00488 -0.97 0.08 2.09 -0.12
O 0.69829 -0.24604 1.03529 2.08 -1.92 0.92 -0.16
O -0.07952 -0.10644 -2.12505 -0.40 -0.69 -1.41 -0.35
O 0.74843 0.59135 2.03873 -0.98 0.18 -0.30 -0.14
H -1.23352 0.11032 0.75463 -1.54 1.56 0.65 0.19
H -0.78051 -1.27266 -0.10269 0.64 -1.19 0.16 0.21
H 0.98418 0.86690 -0.84808 0.02 0.18 0.20 0.35
```
Positions in Å, forces in eV/Å.

- DFT total energy (Ha) = -320.12745
- 2S+1 = 1
- F_max (Eh/bohr) = 0.061
- HOMO level (spin up / spin down) (eV) = -10.385 / -8.985
- orbital gap (spin up / spin down) (eV) = 10.640 / 7.670
- energy above the lowest of the compared OMol25 structures with the same formula, charge and spin (kcal/mol) = 135.02

---

Record 4
Density functional theory data (the ωB97M-V functional and the def2-TZVPD basis) for a cluster of 2 separate species, CH3NO3S in total in a non-equilibrium geometry.

```
9
Properties=species:S:1:pos:R:3:forces:R:3:nbo_charge:R:1
C 0.10464 -0.36952 0.95594 1.47 1.95 0.28 -0.93
N -0.73443 -0.18755 -1.61007 -1.66 1.63 -2.64 -0.32
O -1.27517 0.78113 -2.28063 0.92 -1.68 1.14 -0.60
O 2.36589 0.78872 1.68005 0.44 -0.66 -1.24 -1.09
O 2.61108 -1.69845 0.90438 1.01 -0.36 -2.22 -1.07
S 1.88784 -0.65366 1.63253 -2.90 0.94 4.04 1.37
H -0.33595 0.32264 1.76135 0.71 -0.63 -1.45 0.17
H -0.57627 -1.14306 0.79128 -0.75 -2.43 0.77 0.19
H 0.00564 -0.10735 -0.14956 0.76 1.24 1.32 0.27
```
Positions in Å, forces in eV/Å.

- DFT total energy (Ha) = -718.35115
- 2S+1 = 1
- F_max (Eh/bohr) = 0.098
- net charge = -2
- HOMO level (spin up / spin down) (eV) = 2.244 / 1.944
- orbital gap (spin up / spin down) (eV) = 4.404 / 4.695
- energy above the lowest of the compared OMol25 structures with the same formula, charge and spin (kcal/mol) = 40.72

---

Record 5
Density functional theory data (the ωB97M-V functional and the def2-TZVPD basis) for a structure of composition CH3NO3S in a non-equilibrium geometry.

```
9
Properties=species:S:1:pos:R:3:forces:R:3:nbo_charge:R:1
C -0.20736 -0.25548 -0.24546 2.71 -1.38 -0.75 -0.58
N -0.06043 1.11897 0.14782 -2.14 1.74 1.57 -0.24
O -2.90011 -0.49690 -0.98008 0.01 0.14 -0.39 -0.87
O -2.07820 -0.49439 1.32235 -0.67 0.27 1.33 -0.93
O -1.65028 1.52147 -0.17721 2.44 -2.01 0.72 -0.59
S -1.95010 -0.07458 -0.02156 -0.16 -0.26 -0.91 2.36
H 0.34524 -0.41580 -1.18291 -1.18 0.00 -0.30 0.24
H 0.36081 -0.91684 0.48217 -1.34 0.52 -0.57 0.24
H -0.19374 1.01670 1.18150 0.33 0.98 -0.69 0.36
```
Positions in Å, forces in eV/Å.

- DFT total energy (Ha) = -718.43614
- 2S+1 = 1
- F_max (Eh/bohr) = 0.063
- HOMO level (eV) = -11.712
- orbital gap (eV) = 11.448
- energy above the lowest of the compared OMol25 structures with the same formula, charge and spin (kcal/mol) = 84.67

---

Record 6
Density functional theory data (the ωB97M-V functional and the def2-TZVPD basis) for a structure of composition CH3NO3S in a non-equilibrium geometry.

```
9
Properties=species:S:1:pos:R:3:forces:R:3:nbo_charge:R:1
C 0.11776 0.33489 -0.09196 -2.73 -0.22 0.13 0.12
N 1.13335 -0.35214 0.60151 7.53 -2.13 -0.42 0.40
O 1.13053 -0.89127 1.65532 -0.79 1.25 -1.48 -0.17
O 2.66455 -0.42329 -0.36205 -4.97 0.53 2.52 -0.55
O 0.57923 1.00068 -1.13941 0.68 0.10 -0.54 -0.68
S -0.94170 -1.18444 -0.59005 0.15 0.56 -0.34 0.00
H -0.48993 0.94475 0.59438 0.29 -0.16 -0.15 0.23
H 1.48112 0.60443 -1.32778 -0.11 0.05 0.13 0.53
H -1.16406 -1.59147 0.66308 -0.04 0.02 0.14 0.13
```
Positions in Å, forces in eV/Å.

- DFT total energy (Ha) = -718.32663
- 2S+1 = 1
- F_max (Eh/bohr) = 0.152
- HOMO level (spin up / spin down) (eV) = -10.394 / -10.395
- orbital gap (spin up / spin down) (eV) = 8.266 / 8.268
- energy above the lowest of the compared OMol25 structures with the same formula, charge and spin (kcal/mol) = 153.39

---

Record 7
Density functional theory data (the ωB97M-V functional and the def2-TZVPD basis) for an isolated molecule of CH3NO3S in a non-equilibrium geometry.

```
9
Properties=species:S:1:pos:R:3:forces:R:3:nbo_charge:R:1
C 0.40331 0.03087 0.31414 1.06 -2.15 -1.40 0.48
N -0.61114 0.48146 -0.13262 -0.73 -0.66 0.80 -0.66
O -1.13635 -1.69660 2.90864 -0.13 -0.26 -0.16 -0.90
O 0.53837 0.09706 2.63494 -0.43 -3.67 0.23 -0.93
O 0.30353 -1.70385 0.57789 -2.94 2.41 -0.11 -0.83
S 0.25432 -1.40589 2.69148 0.83 3.69 0.72 1.69
H 1.50141 0.24115 0.30212 -1.21 -0.33 0.58 0.22
H -1.03455 1.37426 -0.23718 0.36 0.66 -0.29 0.43
H -0.75216 -1.81570 0.57303 3.19 0.32 -0.36 0.50
```
Positions in Å, forces in eV/Å.

- DFT total energy (Ha) = -718.46579
- 2S+1 = 1
- F_max (Eh/bohr) = 0.075
- HOMO level (eV) = -10.324
- orbital gap (eV) = 10.401
- energy above the lowest of the compared OMol25 structures with the same formula, charge and spin (kcal/mol) = 66.06

---

Record 8
Density functional theory data (the ωB97M-V functional and the def2-TZVPD basis) for a structure of composition CH3NO3S in a non-equilibrium geometry.

```
9
Properties=species:S:1:pos:R:3:forces:R:3:nbo_charge:R:1
C -0.11613 0.30265 0.15360 3.97 -2.76 -1.46 -0.06
N -0.10545 -0.98411 0.19572 -0.09 2.02 0.20 -0.05
O -0.98766 -2.29405 -2.08438 -0.73 -0.04 0.43 -0.93
O -2.17091 -0.25057 -1.64633 -0.16 -0.57 0.86 -0.90
O -1.02777 -1.76465 0.53068 -1.48 -0.62 0.82 -0.52
S -2.09584 -1.68074 -1.36137 0.51 0.17 -1.72 1.67
H -0.76489 0.94683 0.53191 -3.21 2.13 1.64 0.21
H 0.84212 0.63173 -0.21129 -0.07 0.61 -0.24 0.19
H 0.65544 -1.38699 -0.29102 1.25 -0.93 -0.52 0.38
```
Positions in Å, forces in eV/Å.

- DFT total energy (Ha) = -718.46059
- 2S+1 = 1
- F_max (Eh/bohr) = 0.098
- HOMO level (eV) = -10.200
- orbital gap (eV) = 9.965
- energy above the lowest of the compared OMol25 structures with the same formula, charge and spin (kcal/mol) = 69.33

---

Record 9
Density functional theory data (the ωB97M-V functional and the def2-TZVPD basis) for an isolated molecule of CH3NO3S in a non-equilibrium geometry.

```
9
Properties=species:S:1:pos:R:3:forces:R:3:nbo_charge:R:1
N 1.23741 0.96105 -0.52997 -0.76 0.11 0.27 -1.12
S 0.93471 -0.46933 -0.24926 2.32 1.12 -0.61 2.03
O 1.94506 -1.39515 0.16572 -0.55 -0.29 1.43 -0.91
O -0.46769 -0.83196 0.67072 2.68 0.02 -0.12 -0.69
C -1.69341 -0.59798 0.24217 -1.74 -1.22 0.94 0.65
O -2.07698 -0.13781 -0.76416 0.19 1.18 -1.94 -0.54
H 1.81438 1.62888 -0.02323 -0.41 -0.65 0.31 0.42
H 0.73859 -0.88514 -1.46466 -1.73 -0.34 -0.89 0.03
H -2.39694 -1.04628 0.94592 -0.01 0.07 0.61 0.12
```
Positions in Å, forces in eV/Å.

- DFT total energy (Ha) = -718.47105
- 2S+1 = 1
- F_max (Eh/bohr) = 0.052
- HOMO level (eV) = -10.832
- SMILES = N=[S@@H](=O)OC=O
- orbital gap (eV) = 11.480
- energy above the lowest of the compared OMol25 structures with the same formula, charge and spin (kcal/mol) = 62.76

---

Record 10
Density functional theory data (the ωB97M-V functional and the def2-TZVPD basis) for an isolated molecule of CH3NO3S in a non-equilibrium geometry.

```
9
Properties=species:S:1:pos:R:3:forces:R:3:lowdin_spin:R:1
C -0.26716 0.08527 -0.55751 -0.65 3.01 -3.46 0.03
N 0.93754 -0.10534 0.14270 -0.26 2.17 -4.10 0.45
O 1.97276 0.57123 -0.42422 0.59 -0.22 0.43 0.93
O 0.95265 -0.84465 1.06866 1.33 -3.31 4.42 0.43
O -1.09934 -0.96445 -0.47254 1.84 -2.29 2.32 0.02
S -0.92789 1.64874 0.30628 -0.24 -1.02 0.13 0.12
H -0.03659 0.38480 -1.66474 -0.40 -0.47 1.92 0.01
H -0.58216 -1.54336 0.25764 -1.90 1.23 -1.80 0.00
H -0.94981 0.76775 1.34373 -0.30 0.90 0.14 0.01
```
Positions in Å, forces in eV/Å.

- DFT total energy (Ha) = -718.31032
- 2S+1 = 3
- F_max (Eh/bohr) = 0.110
- expectation value of S² = 2.009
- HOMO level (spin up / spin down) (eV) = -8.388 / -9.756
- orbital gap (spin up / spin down) (eV) = 9.050 / 5.957
- energy above the lowest of the compared OMol25 structures with the same formula, charge and spin (kcal/mol) = 69.87